DFT (the ωB97M-V functional and the def2-TZVPD basis) results for a structure of composition C30H38N6O2P2W in a non-equilibrium geometry.

Properties
* highest occupied orbital energy (spin up / spin down): -13.085 / -13.724 eV
* energy relative to the best compared isomer or geometry (same formula, charge and spin): 26.1 kcal/mol
* frontier orbital gap (spin up / spin down): 6.498 / 6.368 eV

The geometry in ORCA input format:
```
! wB97M-V def2-TZVPD RIJCOSX def2/J DEFGRID3
* xyz 2 3
W 0.256 0.330 0.078
O 1.015 1.935 0.376
C 1.439 2.986 -0.301
C 2.152 4.009 0.331
C 2.603 5.094 -0.387
C 2.342 5.178 -1.756
C 1.624 4.194 -2.392
C 1.155 3.051 -1.707
C 0.411 2.070 -2.414
N -0.012 0.920 -1.903
N -0.898 0.181 -2.590
C -1.271 -0.887 -1.922
O -0.619 -1.139 -0.793
C -2.475 -1.642 -2.222
C -3.194 -1.493 -3.411
C -4.409 -2.136 -3.560
C -4.932 -2.909 -2.530
C -4.216 -3.070 -1.351
C -2.994 -2.450 -1.199
H 2.338 3.914 1.392
H 3.148 5.879 0.109
H 2.700 6.028 -2.314
H 1.420 4.272 -3.447
H 0.137 2.288 -3.442
H -2.792 -0.871 -4.194
H -4.958 -2.035 -4.483
H -5.894 -3.384 -2.648
H -4.615 -3.683 -0.556
H -2.435 -2.551 -0.278
C -3.115 2.084 -0.745
P -1.987 1.287 0.453
C -1.866 2.609 1.717
C -2.941 0.000 1.320
C -4.331 -0.047 1.278
C -5.019 -1.008 2.000
C -4.330 -1.879 2.828
C -2.949 -1.838 2.880
C -2.239 -0.936 2.093
P -0.412 -1.107 1.974
C -0.262 -2.932 1.772
C 0.179 -0.826 3.689
H -3.529 1.368 -1.455
H -2.552 2.843 -1.294
H -3.925 2.575 -0.200
H -1.597 3.535 1.203
H -1.100 2.376 2.463
H -2.826 2.743 2.219
H -4.888 0.656 0.677
H -6.091 -1.077 1.924
H -4.863 -2.606 3.420
H -2.422 -2.531 3.522
H 0.109 -3.168 0.774
H -1.238 -3.402 1.885
H 0.413 -3.355 2.515
H 1.187 -1.233 3.792
H -0.466 -1.335 4.406
H 0.202 0.240 3.923
C 2.634 -1.830 0.273
N 4.021 -2.199 0.243
C 4.767 -1.420 1.225
N 4.629 0.001 0.931
C 3.254 0.391 0.967
N 2.405 -0.373 -0.026
C 3.031 -0.142 -1.381
N 4.417 -0.513 -1.401
C 4.565 -1.928 -1.084
C 5.153 0.257 -0.407
H 2.242 -2.038 1.278
H 2.090 -2.418 -0.480
H 5.822 -1.689 1.177
H 4.392 -1.636 2.228
H 3.205 1.461 0.724
H 2.837 0.222 1.974
H 2.951 0.923 -1.636
H 2.485 -0.745 -2.121
H 5.623 -2.190 -1.100
H 4.044 -2.536 -1.826
H 5.067 1.321 -0.640
H 6.203 -0.031 -0.437
*
```



DFT (the ωB97M-V functional and the def2-TZVPD basis) results for an isolated molecule of C2H3NO2S2 in a non-equilibrium geometry.

Properties
* highest occupied orbital energy: -9.306 eV
* energy relative to the best compared isomer or geometry (same formula, charge and spin): 118.2 kcal/mol
* frontier orbital gap: 7.710 eV

The geometry in ORCA input format:
```
! wB97M-V def2-TZVPD RIJCOSX def2/J DEFGRID3
* xyz 0 1
C 1.980 -0.088 0.607
C -2.098 0.418 -0.494
N -1.001 0.866 -0.887
O 0.153 -1.657 0.803
O 0.270 0.427 -0.900
S 3.479 0.407 0.107
S 0.978 -1.203 -0.258
H -2.988 1.100 -0.607
H -2.251 -0.423 0.098
H 1.479 0.152 1.531
*
```



DFT (the ωB97M-V functional and the def2-TZVPD basis) results for a structure of composition C5H15N6 in a non-equilibrium geometry.

Properties
* highest occupied orbital energy: -11.442 eV
* energy relative to the best compared isomer or geometry (same formula, charge and spin): 38.8 kcal/mol
* frontier orbital gap: 8.991 eV

The geometry in ORCA input format:
```
! wB97M-V def2-TZVPD RIJCOSX def2/J DEFGRID3
* xyz 1 1
C 0.514 -0.705 0.844
C -1.914 1.345 -0.234
C -2.226 -2.725 -1.087
C -0.986 1.270 -1.440
C -0.165 -0.025 -1.465
N 1.528 -0.447 1.631
N 2.317 0.335 0.924
N 1.851 0.571 -0.249
N 0.711 -0.076 -0.331
N -2.828 -3.379 -2.025
N 4.532 0.945 2.049
H -1.356 1.453 0.695
H -2.569 2.207 -0.325
H -2.531 0.452 -0.170
H -0.327 -1.325 1.074
H -2.550 -3.097 -0.095
H -0.309 2.128 -1.444
H -1.573 1.302 -2.357
H -0.829 -0.908 -1.419
H 0.451 -0.056 -2.366
H 3.429 0.693 1.438
H -2.627 -3.150 -2.993
H -3.502 -4.137 -1.906
H 5.307 0.987 1.392
H 4.696 0.197 2.718
H 4.472 1.830 2.546
*
```



DFT (the ωB97M-V functional and the def2-TZVPD basis) results for a structure of composition C4H9N in a non-equilibrium geometry.

Properties
* highest occupied orbital energy: -5.951 eV
* energy relative to the best compared isomer or geometry (same formula, charge and spin): 163.9 kcal/mol
* frontier orbital gap: 5.316 eV

The geometry in ORCA input format:
```
! wB97M-V def2-TZVPD RIJCOSX def2/J DEFGRID3
* xyz 0 1
N -0.485 -0.173 0.390
C -0.117 0.196 -0.901
C 1.475 0.453 -0.851
C 1.922 0.025 0.479
C 0.661 -0.512 1.221
H -5.226 -0.700 0.092
H -0.670 1.221 -1.247
H -0.413 -0.541 -1.670
H -5.077 -0.381 -0.583
H 1.946 0.858 -1.658
H 1.609 1.129 0.260
H 2.904 -0.102 0.906
H 0.653 0.155 2.110
H 0.818 -1.629 1.452
*
```